Here is the ion C10H20N2P with charge +1 at a distorted geometry from the Open Molecules 2025 dataset. Energies are from ωB97M-V with the def2-TZVPD basis set.

```
! wB97M-V def2-TZVPD RIJCOSX def2/J DEFGRID3
* xyz 1 1
C -0.95 1.35 -4.10
C -1.46 0.77 -3.00
C 0.55 -0.04 -3.33
C -1.74 -0.98 3.43
C 1.85 -0.59 3.86
C 1.07 1.24 -5.39
C -0.52 -0.71 -1.22
C -1.60 -0.65 1.90
C 1.25 0.01 2.56
C 0.33 0.14 -0.11
N 0.28 0.79 -4.32
N -0.52 -0.08 -2.49
P 0.22 -0.98 1.40
H -1.41 2.09 -4.67
H -2.47 1.06 -2.70
H 1.49 -0.51 -3.19
H -1.61 -1.98 3.49
H -1.17 -0.48 4.16
H -2.83 -0.90 3.63
H 1.15 -1.43 4.01
H 2.87 -0.98 3.66
H 1.82 0.01 4.78
H 1.97 1.98 -5.07
H 1.53 0.39 -5.70
H 0.60 1.71 -6.23
H -0.08 -1.76 -1.45
H -1.62 -0.80 -1.00
H -1.80 0.35 1.80
H -2.16 -1.26 1.33
H 2.04 0.37 2.05
H 0.44 0.85 2.70
H -0.22 1.16 0.14
H 1.42 0.18 -0.55
*
```

Molar mass ... 199.26 g mol⁻¹
Largest force on an atom ... 5.8 eV Å⁻¹
LUMO level ... -3.197 eV
E_HOMO ... -0.4048 Eh
Frontier orbital gap ... 7.82 eV
Relative energy (zero: lowest compared OMol25 entry of this formula, charge and spin) ... 68.27 kJ/mol
DFT total energy ... -22954.5966 eV

Here is a structure of composition C21H16BBr2F4IrN5O2S at a distorted geometry from the Open Molecules 2025 dataset. Energies are from ωB97M-V with the def2-TZVPD basis set.

```
! wB97M-V def2-TZVPD RIJCOSX def2/J DEFGRID3
* xyz 2 6
Ir -0.25 -0.76 -0.27
O 0.38 -2.60 3.31
C 0.48 -2.08 2.22
O -0.43 -1.88 1.40
C 1.84 -1.49 1.83
C 3.01 -1.91 2.51
C 4.19 -1.43 2.08
C 4.24 -0.45 1.01
C 5.43 0.05 0.54
C 5.46 0.89 -0.57
C 4.20 1.22 -1.13
C 2.97 0.73 -0.70
C 2.96 -0.10 0.41
N 1.82 -0.65 0.79
H 2.94 -2.61 3.32
H 5.11 -1.68 2.59
H 6.33 -0.27 1.03
H 6.39 1.24 -0.87
H 4.20 1.85 -1.99
H 2.03 0.94 -1.17
Br -2.33 0.61 -6.45
C -1.63 0.28 -4.75
C -1.49 -1.04 -4.35
C -1.09 -1.30 -3.07
N -0.82 -0.30 -2.23
C -1.04 0.97 -2.58
C -1.44 1.29 -3.85
C -0.88 1.98 -1.53
C -1.37 3.27 -1.59
C -1.18 4.14 -0.54
Br -1.89 5.83 -0.63
C -0.37 3.74 0.52
C 0.16 2.45 0.52
N -0.13 1.61 -0.45
H -1.49 -1.84 -5.08
H -0.99 -2.27 -2.60
H -1.63 2.34 -3.97
H -1.94 3.59 -2.46
H -0.15 4.32 1.41
H 0.89 2.16 1.25
N -2.26 -2.33 3.61
C -3.38 -2.89 3.19
N -4.39 -2.11 2.82
S -3.52 -4.59 3.30
H -2.27 -1.33 3.88
H -1.45 -2.93 3.76
H -4.28 -1.18 2.53
H -5.33 -2.44 2.59
F -2.03 0.46 0.72
B -3.17 -0.24 0.08
F -4.34 -0.10 0.81
F -2.75 -1.57 -0.05
F -3.34 0.36 -1.14
*
```

Molar mass ... 841.29 g mol⁻¹
Largest force on an atom ... 4.6 eV Å⁻¹
LUMO level (spin up / spin down) ... -6.436 / -9.291 eV
E_HOMO (spin up / spin down) ... -0.5341 / -0.5334 Eh
Frontier orbital gap (spin up / spin down) ... 8.10 / 5.22 eV
Relative energy (zero: lowest compared OMol25 entry of this formula, charge and spin) ... 0.00 kJ/mol
DFT total energy ... -198876.0554 eV

Here is a cluster of 11 separate species, C22H66O17 in total at a distorted geometry from the Open Molecules 2025 dataset. Energies are from ωB97M-V with the def2-TZVPD basis set.

```
! wB97M-V def2-TZVPD RIJCOSX def2/J DEFGRID3
* xyz 0 1
C -5.26 -0.85 -3.40
C -4.39 -0.28 -2.21
O -3.23 -1.01 -1.95
H -4.70 -0.76 -4.36
H -6.20 -0.37 -3.41
H -5.50 -1.88 -3.32
H -5.01 -0.23 -1.30
H -4.12 0.78 -2.31
H -2.68 -0.94 -2.75
C 0.22 -2.60 -3.80
C -0.96 -1.99 -4.55
O -1.42 -0.73 -3.88
H 1.15 -2.10 -4.07
H 0.37 -3.65 -3.99
H 0.11 -2.52 -2.72
H -1.75 -2.77 -4.37
H -0.77 -1.77 -5.63
H -0.64 -0.13 -3.91
C -2.80 -1.01 4.45
C -3.30 -1.88 5.66
O -4.65 -2.30 5.27
H -2.94 -1.54 3.54
H -1.82 -0.66 4.66
H -3.51 -0.17 4.40
H -3.30 -1.22 6.54
H -2.65 -2.86 5.86
H -5.31 -1.90 5.86
C 3.65 3.96 0.47
C 3.89 3.73 -0.96
O 2.92 4.42 -1.71
H 4.47 3.68 1.18
H 2.71 3.47 0.69
H 3.51 5.01 0.70
H 3.87 2.61 -1.13
H 4.87 4.00 -1.39
H 2.81 3.95 -2.56
C -1.45 4.33 -0.62
C -0.39 4.16 -1.65
O 0.14 2.84 -1.63
H -1.82 5.39 -0.74
H -0.99 4.23 0.39
H -2.31 3.61 -0.71
H 0.41 4.82 -1.51
H -0.72 4.39 -2.68
H 0.63 2.58 -0.84
C 0.27 3.59 3.16
C -0.10 3.93 4.64
O -0.67 2.67 5.14
O 1.19 2.54 3.23
H 0.58 4.45 2.52
H -0.62 3.14 2.79
H -0.88 4.73 4.67
H 0.83 4.22 5.14
H -0.01 2.13 5.57
H 0.82 1.76 3.70
C 0.72 -4.10 3.76
C 1.54 -2.85 3.51
O 0.85 -1.87 2.69
O -0.50 -3.85 4.40
H 1.26 -4.82 4.40
H 0.60 -4.61 2.77
H 2.45 -3.15 2.97
H 1.78 -2.33 4.40
H 0.57 -2.24 1.82
H -0.74 -2.95 4.22
C 1.86 0.71 -3.87
C 2.70 1.76 -4.55
O 2.33 3.10 -4.19
O 0.54 1.18 -3.99
H 2.07 0.52 -2.79
H 1.99 -0.24 -4.32
H 2.58 1.63 -5.63
H 3.71 1.69 -4.21
H 1.37 3.03 -4.13
H 0.28 1.49 -3.11
C 4.47 -0.50 -0.79
C 3.30 -1.18 -0.07
O 3.54 -2.63 -0.28
O 4.59 -0.87 -2.20
H 5.48 -0.70 -0.39
H 4.24 0.54 -0.80
H 2.35 -0.96 -0.48
H 3.29 -1.02 1.03
H 2.64 -3.01 -0.40
H 4.67 -1.85 -2.18
C -0.76 -4.47 0.25
C -2.13 -4.44 -0.28
O -2.25 -3.81 -1.53
O -0.11 -3.15 0.38
H -0.08 -5.02 -0.38
H -0.77 -4.96 1.28
H -2.86 -4.05 0.42
H -2.37 -5.51 -0.39
H -2.50 -2.90 -1.36
H -0.73 -2.43 0.23
C -0.65 -0.13 -0.19
C -0.29 0.87 0.90
O 0.93 1.45 0.51
O -1.71 -0.97 0.26
H 0.30 -0.63 -0.39
H -0.91 0.41 -1.06
H -0.09 0.30 1.85
H -1.06 1.60 1.00
H 1.26 1.91 1.26
H -2.32 -1.01 -0.50
*
```

Molar mass ... 602.75 g mol⁻¹
Largest force on an atom ... 3.2 eV Å⁻¹
LUMO level ... 0.394 eV
E_HOMO ... -0.3559 Eh
Frontier orbital gap ... 10.08 eV
Relative energy (zero: lowest compared OMol25 entry of this formula, charge and spin) ... 106.34 kJ/mol
DFT total energy ... -58687.3611 eV